1.
Density functional theory data (wB97M-V/def2-TZVPD) for a molecular structure, C35H31AsFN3O3Sn.

Calculated values
E_LUMO: -5.314 eV
Gap between HOMO and LUMO: 6.921 eV
Total charge: +2

Element x y z (Å)
Sn1 -3.3124 0.6530 -0.0572
F1 2.4471 3.0836 2.9989
C1 2.3504 2.5731 1.7515
C2 1.1407 2.1306 1.3140
C3 1.0096 1.6633 -0.0027
C4 -0.2709 1.1763 -0.4728
O1 -1.2441 1.1660 0.3537
C5 -0.3254 0.7049 -1.7999
C6 0.8255 0.7239 -2.5550
N1 1.9998 1.2031 -2.1393
C7 3.1516 1.1555 -3.0267
C8 3.7323 2.4461 -3.5284
C9 2.9721 1.5494 -4.4594
C10 2.1338 1.6715 -0.8411
C11 3.3765 2.0952 -0.3508
C12 3.5079 2.5512 0.9488
N2 4.7563 2.9533 1.4339
C13 5.5817 3.8909 0.7061
C14 5.5612 5.2636 1.3720
N3 6.0014 5.1177 2.8061
C15 5.1400 4.1364 3.5641
C16 5.1550 2.8096 2.8170
C17 -1.5432 0.1591 -2.5073
O2 -1.3975 -0.4990 -3.5100
O3 -2.7134 0.4781 -2.0142
H1 0.2805 2.1621 1.9672
H2 0.7880 0.3310 -3.5618
H3 3.8208 0.3357 -2.7976
H4 4.8070 2.5075 -3.6264
H5 3.2354 3.3578 -3.2240
H6 3.5175 0.9785 -5.1959
H7 1.9949 1.8862 -4.7757
H8 4.2538 2.0260 -0.9764
H9 5.2342 3.9973 -0.3187
H10 6.6157 3.5261 0.6594
H11 4.5545 5.6780 1.4018
H12 6.2337 5.9686 0.8863
H13 5.9812 6.0272 3.2702
H14 6.9749 4.8025 2.8300
H15 4.1427 4.5682 3.6055
H16 5.5476 4.0458 4.5694
H17 4.5262 2.0915 3.3354
H18 6.1756 2.4047 2.8380
C18 -0.8398 -5.9738 -1.5555
C19 -1.4691 -6.0461 -0.3207
C20 -2.0913 -4.9265 0.2108
C21 -2.0732 -3.7347 -0.5034
C22 -1.4325 -3.6522 -1.7354
C23 -0.8231 -4.7800 -2.2636
As1 -2.9786 -2.1704 0.1651
C24 -3.9003 -2.6033 1.7951
C25 -3.3434 -2.8103 3.0486
C26 -4.1786 -3.0725 4.1246
C27 -5.5556 -3.1071 3.9427
C28 -6.1123 -2.8847 2.6931
C29 -5.2873 -2.6357 1.6010
C30 -5.7375 -2.3768 0.2193
C31 -7.0544 -2.3529 -0.2243
C32 -7.3244 -2.0985 -1.5613
C33 -6.2974 -1.8575 -2.4650
C34 -4.9765 -1.8676 -2.0366
C35 -4.7093 -2.1350 -0.7012
H19 -0.3621 -6.8523 -1.9686
H20 -1.4846 -6.9782 0.2280
H21 -2.5980 -4.9890 1.1661
H22 -1.4141 -2.7194 -2.2907
H23 -0.3364 -4.7261 -3.2283
H24 -2.2699 -2.7798 3.1917
H25 -3.7587 -3.2506 5.1054
H26 -6.2013 -3.3101 4.7866
H27 -7.1872 -2.9138 2.5727
H28 -7.8709 -2.5391 0.4610
H29 -8.3504 -2.0880 -1.9048
H30 -6.5265 -1.6589 -3.5032
H31 -4.1759 -1.6601 -2.7367

2.
Density functional theory data (wB97M-V/def2-TZVPD) for a molecular structure, C35H31CoGeN3O7S5.

Calculated values
Spin multiplicity: 2
E_LUMO (alpha / beta): 4.214 / 4.214 eV
Gap between HOMO and LUMO (alpha / beta): 6.553 / 6.558 eV
Expectation value of S²: 1.00
Total charge: -2

Element x y z (Å)
Co1 0.3876 -0.5562 0.2274
O1 -3.0433 0.6139 0.6537
S1 -2.1653 0.7612 1.8046
O2 -2.4602 1.9439 2.5929
O3 -0.7204 0.6491 1.5180
C1 -2.5116 -0.6098 2.9018
C2 -3.2532 -0.3008 4.0350
C3 -3.5646 -1.2761 4.9661
C4 -3.1288 -2.5799 4.7660
C5 -2.3804 -2.8909 3.6453
C6 -2.0630 -1.9175 2.7039
S2 -0.9974 -2.4722 1.3711
O4 -1.3582 -1.7997 0.1213
O5 -1.1577 -3.9058 1.3619
O6 0.3638 -2.0331 1.7562
H1 -3.5587 0.7289 4.1595
H2 -4.1367 -1.0242 5.8506
H3 -3.3654 -3.3477 5.4923
H4 -2.0200 -3.8937 3.4617
N1 -1.2194 0.8588 -1.5725
C7 -0.1322 0.5730 -1.2720
H5 -2.1839 0.8603 -1.2228
C8 4.6527 2.1411 0.5203
Ge1 2.6486 1.9736 0.4985
C9 2.2022 2.7816 2.2555
C10 1.4767 2.1217 3.2447
C11 1.2804 2.7116 4.4862
C12 1.7995 3.9697 4.7584
C13 2.5013 4.6491 3.7720
C14 2.6943 4.0568 2.5320
C15 2.1111 3.1795 -0.9819
C16 2.9899 3.3186 -2.0323
C17 2.7357 4.1898 -3.1039
C18 1.5932 4.9390 -3.1265
C19 0.6524 4.8374 -2.0783
C20 -0.5406 5.5950 -2.0898
C21 -1.4546 5.4747 -1.0791
C22 -1.2124 4.6031 -0.0038
C23 -0.0568 3.8692 0.0389
C24 0.9063 3.9469 -0.9925
H6 4.9445 3.1921 0.5855
H7 5.1092 1.7143 -0.3744
H8 5.0385 1.6147 1.3938
H9 1.0572 1.1481 3.0321
H10 0.7147 2.1858 5.2468
H11 1.6547 4.4203 5.7338
H12 2.8990 5.6382 3.9718
H13 3.2303 4.5995 1.7586
H14 3.9061 2.7387 -2.0373
H15 3.4553 4.2711 -3.9108
H16 1.3986 5.6245 -3.9446
H17 -0.7187 6.2737 -2.9176
H18 -2.3738 6.0484 -1.1140
H19 -1.9411 4.4792 0.7860
H20 0.0958 3.1869 0.8631
S3 0.1750 -7.1459 -5.0170
C25 0.0226 -5.6230 -4.3337
S4 1.4122 -4.6935 -3.8545
C26 0.3614 -3.4417 -3.1128
N2 -0.8809 -3.7421 -3.2702
N3 -1.0897 -4.9240 -3.9544
C27 -2.4467 -5.2563 -4.1478
C28 -3.3857 -4.6642 -3.2947
C29 -4.7288 -4.9621 -3.4203
C30 -5.1716 -5.8467 -4.3958
C31 -4.2457 -6.4031 -5.2654
C32 -2.8962 -6.1099 -5.1577
S5 1.0862 -2.1032 -2.3763
H21 -3.0295 -3.9773 -2.5403
H22 -5.4442 -4.5034 -2.7491
H23 -6.2233 -6.0920 -4.4820
H24 -4.5815 -7.0739 -6.0478
H25 -2.1979 -6.5384 -5.8535
C33 3.2250 -1.5676 2.1382
O7 2.7258 -0.2905 1.8119
C34 2.3803 -0.0369 0.4442
C35 3.3425 -0.6751 -0.5307
H26 4.2305 -1.7284 1.7305
H27 2.5565 -2.3591 1.7927
H28 3.2776 -1.6012 3.2273
H29 4.3846 -0.4278 -0.2868
H30 3.1205 -0.3270 -1.5391
H31 3.2396 -1.7609 -0.5280

3.
Density functional theory data (wB97M-V/def2-TZVPD) for a molecular structure, C35H31N3O3SZr.

Calculated values
Energy relative to the best compared isomer or geometry (same formula, charge and spin): 23.5 kcal per mole
E_LUMO: -6.917 eV
Gap between HOMO and LUMO: 7.109 eV
Total charge: +2

Element x y z (Å)
Zr1 -0.3313 0.0799 0.0617
C1 4.1857 -0.6213 0.0214
C2 3.3389 -1.5759 -0.7770
C3 3.9123 -2.3622 -1.7670
C4 3.1579 -3.2592 -2.5079
C5 1.7968 -3.3859 -2.2795
C6 1.1887 -2.6265 -1.2936
C7 -0.2825 -2.7785 -1.0015
C8 1.9673 -1.7353 -0.5450
N1 1.3428 -0.9914 0.5234
C9 1.7016 -1.2714 1.8463
O1 2.4123 -2.1434 2.2470
C10 1.0872 -0.2218 2.7395
C11 1.4901 0.1117 4.0044
C12 0.9509 1.2651 4.5775
C13 0.0759 2.0793 3.8614
C14 -0.2673 1.6827 2.5933
N2 0.1869 0.5331 2.0899
C15 -1.1081 2.4474 1.6015
O2 -1.9899 3.1690 1.9838
N3 -0.7528 2.1188 0.2813
C16 -1.4548 2.8028 -0.7945
C17 -1.7115 4.1781 -0.7244
C18 -1.0393 5.1042 0.2611
C19 -2.5566 4.7345 -1.6827
C20 -3.0878 3.9857 -2.7164
C21 -2.6918 2.6665 -2.8627
C22 -1.8621 2.0751 -1.9254
C23 -1.3724 0.6698 -2.2662
H1 5.0532 -0.3059 -0.5549
H2 4.5485 -1.1021 0.9323
H3 3.6325 0.2693 0.3139
H4 4.9754 -2.2683 -1.9571
H5 3.6345 -3.8665 -3.2675
H6 1.2093 -4.0855 -2.8627
H7 -0.6972 -3.6396 -1.5196
H8 -0.8629 -1.9255 -1.3806
H9 -0.4612 -2.9139 0.0631
H10 2.2267 -0.4974 4.5131
H11 1.2512 1.5545 5.5763
H12 -0.3051 3.0086 4.2612
H13 -0.0988 4.6930 0.6305
H14 -1.6721 5.3183 1.1213
H15 -0.8146 6.0473 -0.2347
H16 -2.7713 5.7962 -1.6224
H17 -3.7471 4.4411 -3.4447
H18 -2.9989 2.1021 -3.7374
H19 -1.4035 0.5382 -3.3413
H20 -2.0069 -0.1234 -1.8410
H21 -0.2958 0.5350 -2.0505
O3 -2.0762 -0.6751 0.6088
S1 -3.1660 -0.0573 1.5992
C24 -4.1127 -1.4978 2.0485
C25 -3.7336 -2.7618 1.6252
C26 -4.5313 -3.8392 1.9933
C27 -5.6635 -3.6364 2.7695
C28 -6.0125 -2.3577 3.1929
C29 -5.2345 -1.2698 2.8362
C30 -4.2697 0.7515 0.4896
C31 -4.5834 2.0811 0.7321
C32 -5.4793 2.7073 -0.1294
C33 -6.0207 2.0078 -1.1966
C34 -5.6840 0.6711 -1.4229
C35 -4.8105 0.0265 -0.5733
H22 -2.8448 -2.9085 1.0287
H23 -4.2618 -4.8376 1.6730
H24 -6.2781 -4.4820 3.0534
H25 -6.8937 -2.2073 3.8032
H26 -5.5056 -0.2687 3.1588
H27 -4.1338 2.6232 1.5571
H28 -5.7423 3.7441 0.0389
H29 -6.7208 2.5001 -1.8607
H30 -6.1240 0.1309 -2.2526
H31 -4.5693 -1.0210 -0.7169

Q: Which molecular weight values were calculated for the entries above? A: 754.28; 897.52; 664.94, in Da.